Density functional theory data (wB97M-V/def2-TZVPD) for one molecule with the formula C2H3NOS2 in a non-equilibrium geometry.

Last column: Löwdin spin population.
Atoms and positions in Å:
S (1.418, 1.368, 0.055)  0.43
H (1.760, -2.069, 1.034)  0.04
O (0.319, -0.994, 0.014)  0.20
H (-2.009, -0.616, 1.068)  0.00
C (-0.103, 0.296, -0.344)  0.03
C (1.557, -1.035, 0.628)  0.63
S (-1.543, 0.722, 0.677)  0.05
H (-0.569, 0.348, -1.413)  0.01
N (2.212, 0.052, 0.716)  0.61

Force components x, y, z for each atom (eV/Å):
S 0.0 -3.1 0.6
H 0.0 1.8 -0.3
O -0.7 0.6 -1.1
H 1.1 2.1 -0.9
C -0.6 -0.7 -0.8
C -4.2 -8.6 -0.4
S -1.2 -1.3 1.4
H 1.8 -0.2 1.6
N 3.7 9.3 -0.1

Lowest unoccupied orbital energy (alpha / beta): 0.5 / -2.4 eV
Total energy: -27325.0067 eV
Orbital gap (alpha / beta): 5.64 / 7.27 eV
Energy above the lowest of the compared OMol25 structures with the same formula, charge and spin: 2.7277 eV
⟨S²⟩: 2.008
Multiplicity: 3